# 1
{
  "formula": "C16H25ClOOs",
  "method": "ωB97M-V with the def2-TZVPD basis set",
  "species": ["C", "C", "C", "C", "Cl", "H", "H", "H", "H", "H", "H", "H", "H", "H", "C", "C", "C", "H", "C", "C", "H", "H", "H", "H", "C", "C", "C", "H", "C", "C", "H", "H", "H", "H", "Os", "C", "C", "O", "H", "H", "H", "H", "H", "H"],
  "coordinates": [[-2.032, 3.346, -3.374], [-2.741, 4.038, -2.291], [-0.729, 3.845, -3.829], [-2.702, 2.271, -4.116], [-0.825, 1.016, -0.845], [-0.830, 4.633, -4.595], [-0.130, 3.038, -4.274], [-0.158, 4.277, -2.996], [-3.352, 4.877, -2.665], [-2.035, 4.452, -1.559], [-3.417, 3.354, -1.762], [-3.302, 2.659, -4.956], [-3.382, 1.707, -3.464], [-1.971, 1.569, -4.538], [1.571, -0.448, 2.546], [2.514, -0.073, 1.538], [1.984, 1.069, 0.851], [3.468, -0.552, 1.366], [0.818, 1.503, 1.586], [0.562, 0.565, 2.605], [-0.247, 0.595, 3.338], [1.711, -1.275, 3.243], [2.435, 1.553, -0.007], [0.230, 2.387, 1.359], [0.534, -2.838, -0.054], [1.884, -2.597, 0.323], [2.448, -1.697, -0.635], [2.392, -3.039, 1.177], [1.440, -1.369, -1.574], [0.259, -2.065, -1.209], [-0.698, -1.994, -1.704], [-0.149, -3.506, 0.459], [3.466, -1.323, -0.640], [1.560, -0.686, -2.406], [0.894, -0.778, 0.370], [0.561, -3.694, 3.896], [-0.593, -2.715, 3.856], [-0.906, -2.269, 2.518], [0.520, -4.391, 3.046], [0.526, -4.276, 4.821], [1.521, -3.166, 3.863], [-1.505, -3.155, 4.279], [-0.365, -1.801, 4.412], [-1.229, -3.047, 2.042]],
  "atomic_forces_ev_per_a": [[0.246, -0.353, 0.327], [-0.252, 0.236, 0.504], [0.547, 0.149, -0.131], [-0.242, -0.493, -0.256], [0.339, -0.645, 0.099], [0.134, -0.071, 0.075], [-0.043, 0.170, -0.064], [-0.038, 0.071, -0.171], [0.029, -0.070, 0.159], [-0.145, 0.089, -0.094], [-0.043, 0.174, -0.076], [0.031, -0.152, 0.063], [-0.027, 0.078, -0.176], [-0.151, 0.092, -0.077], [0.435, 0.072, 0.102], [0.666, 0.435, 0.635], [0.191, 0.557, 0.003], [-0.036, 0.259, 0.198], [0.232, 0.061, -0.206], [-0.120, -0.213, -0.252], [0.158, -0.020, -0.418], [-0.193, 0.333, -0.334], [0.076, 0.246, 0.394], [0.089, -0.244, 0.068], [0.149, -1.746, -0.650], [0.414, -1.718, 0.233], [1.261, -0.660, -0.800], [-0.124, 0.102, -0.235], [0.450, 0.281, -1.721], [-0.908, -0.817, -0.763], [0.032, -0.016, -0.047], [0.166, 0.287, -0.176], [-0.204, -0.119, -0.080], [-0.068, -0.184, 0.024], [-2.961, 3.745, 3.830], [0.135, 0.044, -0.106], [-0.344, 0.048, 0.152], [0.211, -0.079, -0.505], [-0.055, 0.049, 0.284], [0.107, 0.043, -0.134], [-0.030, -0.268, 0.019], [0.220, 0.143, -0.004], [-0.111, -0.178, 0.058], [-0.221, 0.280, 0.251]],
  "orbital_gap_ev": [3.3, 4.5],
  "spin_multiplicity": 5,
  "s_squared": 6.02,
  "total_charge": 2,
  "e_lumo_ev": [-7.7, -11.6]
}

# 2
{
  "formula": "C16H25CuN2O12",
  "method": "ωB97M-V with the def2-TZVPD basis set",
  "species": ["Cu", "N", "O", "O", "O", "C", "C", "C", "O", "C", "C", "C", "O", "O", "O", "H", "H", "C", "C", "O", "C", "O", "O", "C", "H", "H", "H", "H", "H", "H", "H", "H", "C", "O", "C", "C", "N", "C", "C", "O", "C", "H", "H", "H", "H", "H", "H", "H", "H", "H", "H", "H", "H", "H", "H", "H"],
  "coordinates": [[0.003, 0.915, -0.683], [4.420, 2.588, -0.912], [5.020, 2.878, 0.073], [3.219, 2.372, -0.896], [5.021, 2.063, -1.864], [-1.349, -4.374, -3.090], [-1.292, -2.920, -2.655], [-2.753, -2.399, -2.141], [-2.697, -1.310, -1.653], [-3.977, -3.162, -2.396], [-3.906, -4.462, -2.862], [-2.534, -5.051, -3.076], [-2.418, -6.324, -3.147], [-5.028, -5.047, -3.082], [-0.280, -2.180, -2.492], [-0.433, -4.873, -3.370], [-4.872, -2.626, -2.114], [4.457, -0.582, 4.691], [3.520, -0.805, 3.529], [3.136, -2.116, 3.488], [2.223, -2.554, 2.650], [1.677, -1.813, 1.836], [2.086, -3.885, 2.719], [1.173, -4.564, 1.902], [3.937, -0.570, 5.649], [4.994, 0.356, 4.558], [5.213, -1.367, 4.703], [4.020, -0.493, 2.613], [2.674, -0.155, 3.758], [0.675, -5.340, 2.483], [1.809, -4.922, 1.093], [0.392, -3.938, 1.470], [0.420, 2.216, -3.933], [-0.452, 2.405, -2.767], [-0.779, 3.721, -2.622], [-1.623, 4.019, -1.367], [-0.992, 3.486, -0.154], [-1.922, 3.582, 0.981], [-1.328, 2.761, 2.126], [-1.187, 1.410, 1.715], [-2.141, 0.470, 2.189], [-0.043, 2.536, -4.866], [0.638, 1.149, -3.994], [1.323, 2.809, -3.792], [-1.267, 4.082, -3.528], [0.212, 4.155, -2.487], [-2.656, 3.696, -1.493], [-1.592, 5.104, -1.269], [-0.391, 4.272, 0.050], [-2.950, 3.345, 0.707], [-2.035, 4.643, 1.205], [-1.928, 2.840, 3.033], [-0.382, 3.204, 2.439], [-1.840, -0.549, 1.943], [-3.093, 0.851, 1.822], [-2.123, 0.452, 3.278]],
  "atomic_forces_ev_per_a": [[-0.382, 0.868, -0.071], [0.481, -5.037, -1.639], [1.761, 2.740, 3.225], [-4.108, 1.333, 0.385], [1.454, 0.924, -1.959], [2.166, 4.587, 0.376], [0.359, -0.183, 0.927], [0.991, -1.853, -1.850], [-0.387, 2.478, 1.432], [2.957, 1.766, 0.802], [-4.005, -0.390, -0.646], [-1.234, -5.105, 0.093], [-0.710, 2.021, -0.147], [3.144, -0.004, 0.155], [-2.769, -2.335, -0.789], [-0.046, -0.195, 0.054], [-0.294, -0.394, -0.155], [0.642, -0.437, 0.068], [0.327, 2.632, 0.357], [-0.038, -3.182, 1.119], [-0.796, 1.388, -2.644], [0.084, -1.221, 1.112], [0.702, 1.318, 1.954], [-0.285, 0.062, -1.171], [0.017, -0.063, -0.020], [-0.178, 0.090, 0.025], [0.053, -0.061, 0.141], [-0.323, -0.063, -0.212], [-0.337, 0.016, -0.718], [0.425, -0.105, -0.045], [-0.587, -0.608, -0.173], [0.204, 0.327, 0.116], [-0.364, -0.130, 0.994], [0.259, -2.925, -1.075], [0.430, 1.043, 1.021], [0.550, -0.100, -1.048], [-0.625, 0.073, -0.380], [0.113, 0.166, 0.093], [-0.952, 0.126, 0.005], [1.451, -0.189, -0.359], [0.138, 0.950, 0.691], [-0.429, 0.059, 0.106], [0.066, 0.186, 0.101], [0.188, -0.171, 0.129], [-0.127, 0.376, -0.032], [-0.058, 1.264, -0.066], [0.062, -0.229, 0.119], [-0.564, 0.325, -0.312], [1.192, -0.603, 0.170], [0.121, -0.883, -0.096], [0.158, 0.259, 0.733], [-0.426, -0.194, 0.017], [0.430, -0.382, -0.418], [-0.233, 0.294, -0.826], [-0.421, -0.941, 0.047], [-0.247, 0.313, 0.285]],
  "orbital_gap_ev": [6.3, 5.0],
  "spin_multiplicity": 2,
  "s_squared": 0.78,
  "total_charge": -1,
  "e_lumo_ev": [1.6, 0.3],
  "de_lowest_ev": 5.7524
}

# 3
{
  "formula": "C16H25FO6Ti",
  "method": "ωB97M-V with the def2-TZVPD basis set",
  "species": ["Ti", "C", "O", "C", "C", "O", "C", "C", "O", "C", "H", "H", "H", "H", "H", "H", "H", "H", "H", "H", "H", "H", "H", "H", "C", "C", "C", "O", "C", "O", "O", "H", "H", "H", "H", "H", "H", "H", "F", "C", "C", "C", "C", "C", "C", "H", "H", "H", "H"],
  "coordinates": [[9.216, 8.050, 7.307], [6.469, 9.357, 8.430], [7.624, 9.570, 7.575], [7.944, 10.979, 7.356], [9.324, 11.105, 6.742], [10.298, 10.169, 7.334], [10.890, 10.469, 8.638], [10.157, 9.760, 9.761], [9.801, 8.418, 9.371], [10.385, 7.396, 10.232], [5.598, 9.921, 8.071], [6.226, 8.301, 8.362], [6.711, 9.621, 9.475], [7.186, 11.404, 6.668], [7.889, 11.561, 8.296], [9.317, 10.838, 5.668], [9.685, 12.127, 6.807], [11.928, 10.122, 8.592], [10.890, 11.565, 8.821], [10.798, 9.743, 10.644], [9.233, 10.282, 10.071], [9.934, 7.450, 11.225], [10.125, 6.444, 9.768], [11.475, 7.479, 10.247], [13.491, 6.401, 6.274], [12.723, 7.620, 5.727], [12.696, 7.690, 4.188], [13.178, 8.856, 6.323], [11.201, 7.387, 6.191], [10.956, 6.871, 7.357], [10.186, 7.868, 5.509], [14.535, 6.306, 5.946], [12.970, 5.529, 5.887], [13.475, 6.459, 7.356], [13.677, 7.724, 3.697], [12.117, 8.589, 3.946], [12.193, 6.803, 3.809], [14.163, 8.905, 6.295], [4.838, 4.249, 6.191], [5.869, 5.053, 6.446], [6.597, 4.802, 7.624], [7.707, 5.595, 7.856], [7.993, 6.653, 7.004], [7.258, 6.849, 5.819], [6.138, 6.073, 5.544], [6.299, 4.048, 8.359], [8.340, 5.411, 8.723], [7.604, 7.609, 5.111], [5.501, 6.274, 4.696]],
  "atomic_forces_ev_per_a": [[2.023, 0.422, 0.049], [-0.289, -0.052, 0.302], [0.948, 0.124, -0.062], [-0.346, 0.505, 0.175], [0.605, -0.854, -0.440], [-0.951, 0.135, 0.281], [-0.034, 0.455, -0.365], [-0.628, 0.871, 0.247], [-0.022, -0.244, -0.569], [-0.152, -0.590, -0.318], [0.425, 0.055, 0.012], [0.054, -0.067, 0.041], [-0.072, -0.009, -0.535], [0.369, -0.225, 0.293], [-0.086, -0.625, -0.157], [0.029, -0.003, 0.533], [0.050, 0.109, 0.152], [-0.232, 0.037, -0.283], [0.005, -0.616, -0.154], [0.010, -0.187, -0.073], [0.268, -0.273, -0.304], [0.130, 0.160, -0.128], [0.090, 0.028, 0.175], [-0.217, 0.165, 0.046], [-0.204, 0.446, -0.426], [0.434, -0.677, -0.456], [-0.246, 0.356, 0.569], [-0.191, -0.546, -0.091], [0.797, 1.032, 0.340], [-1.097, 1.704, -1.591], [0.687, -0.409, 2.435], [-0.313, 0.464, -0.124], [0.066, -0.369, 0.328], [-0.048, -0.355, 0.180], [-0.110, 0.140, 0.517], [0.183, -0.261, -0.352], [-0.169, -0.015, -0.155], [-1.046, -0.330, -0.109], [0.439, 0.491, 0.132], [-0.749, -0.850, 0.517], [0.216, 0.271, -0.086], [-0.319, -0.454, 0.845], [-0.328, -0.357, -0.825], [-0.171, 0.282, -0.140], [0.764, 0.475, 0.307], [0.038, 0.084, -0.629], [-0.262, -0.046, -0.054], [-0.401, -0.120, 0.071], [0.049, -0.277, -0.118]],
  "orbital_gap_ev": 7.7,
  "total_charge": 2,
  "e_lumo_ev": -8.3,
  "de_lowest_ev": 0.0000
}

# 4
{
  "formula": "C16H25IInMgO2",
  "method": "ωB97M-V with the def2-TZVPD basis set",
  "species": ["C", "C", "C", "C", "C", "C", "In", "O", "C", "O", "C", "C", "C", "C", "C", "C", "C", "I", "C", "C", "H", "H", "H", "H", "H", "H", "H", "H", "H", "H", "H", "H", "H", "H", "H", "H", "H", "H", "H", "H", "H", "H", "H", "H", "H", "Mg"],
  "coordinates": [[1.864, 2.074, 1.890], [2.923, 1.663, 0.831], [3.055, 0.134, 0.768], [3.285, -0.402, -0.641], [2.756, -1.838, -0.808], [1.609, -1.947, -1.801], [-0.187, -0.880, -1.010], [-1.088, 0.102, -2.592], [-2.370, 0.372, -2.457], [-3.203, -0.259, -3.051], [-2.798, 1.488, -1.557], [-4.165, 1.728, -1.421], [-4.616, 2.741, -0.586], [-3.710, 3.525, 0.119], [-2.350, 3.308, -0.043], [-1.891, 2.296, -0.878], [-1.514, -2.462, -0.055], [-2.790, -3.290, -1.473], [-0.644, -3.494, 0.668], [-0.752, -3.336, 2.180], [0.889, 2.041, 1.426], [2.052, 3.072, 2.301], [1.869, 1.353, 2.704], [2.658, 2.093, -0.125], [3.883, 2.104, 1.164], [2.175, -0.287, 1.230], [3.898, -0.148, 1.404], [4.360, -0.398, -0.803], [2.855, 0.250, -1.396], [2.511, -2.231, 0.178], [3.569, -2.448, -1.202], [1.886, -1.498, -2.748], [1.367, -2.994, -1.947], [0.224, 0.267, 0.265], [-4.865, 1.124, -1.969], [-5.678, 2.891, -0.495], [-4.073, 4.295, 0.777], [-1.625, 3.916, 0.473], [-0.836, 2.136, -1.008], [-2.124, -1.921, 0.663], [0.401, -3.410, 0.379], [-0.959, -4.495, 0.402], [-0.155, -2.513, 2.560], [-0.404, -4.240, 2.669], [-1.786, -3.200, 2.482], [4.490, 2.719, 2.531]],
  "atomic_forces_ev_per_a": [[0.771, -0.199, -0.292], [-1.379, -0.468, 0.847], [0.468, 0.683, -0.161], [0.230, -0.446, 0.433], [0.179, 0.529, -0.433], [-0.307, -0.320, 0.691], [1.160, 0.810, -0.632], [0.417, 0.001, 0.778], [0.142, 0.278, -0.219], [-0.855, -0.681, -0.472], [0.076, 0.260, 0.085], [0.166, 0.293, 0.333], [0.211, -0.264, -0.123], [-0.038, -0.226, -0.228], [0.129, -0.192, -0.095], [-0.425, 0.052, 0.021], [-0.785, -1.796, 0.399], [0.308, 0.625, 0.036], [0.180, 0.343, 0.131], [0.016, -0.086, 0.055], [-0.283, 0.144, 0.042], [-0.293, 0.218, -0.006], [-0.061, -0.007, 0.259], [0.297, 0.265, -0.219], [-0.235, -0.705, -2.431], [-0.270, -0.181, -0.025], [0.035, -0.240, 0.136], [0.149, 0.074, -0.269], [-0.170, 0.144, -0.070], [-0.098, -0.253, 0.084], [0.130, -0.252, 0.096], [-0.170, 0.119, -0.231], [-0.194, -0.141, -0.238], [-0.383, -0.113, 0.031], [-0.080, -0.180, -0.137], [-0.162, 0.160, 0.104], [-0.007, 0.194, 0.119], [0.023, 0.194, 0.148], [0.219, -0.004, -0.065], [0.017, 0.638, -0.237], [0.170, -0.076, -0.162], [-0.018, -0.170, -0.225], [-0.012, 0.240, 0.008], [0.140, -0.151, 0.062], [-0.171, 0.079, 0.096], [0.761, 0.811, 1.975]],
  "orbital_gap_ev": 1.8,
  "total_charge": 1,
  "e_lumo_ev": -8.0
}

# 5
{
  "formula": "C16H25INO4S",
  "method": "ωB97M-V with the def2-TZVPD basis set",
  "species": ["O", "C", "I", "C", "C", "C", "C", "O", "C", "C", "C", "C", "S", "C", "C", "O", "H", "H", "H", "H", "H", "H", "H", "H", "H", "H", "H", "C", "N", "C", "C", "C", "C", "O", "H", "H", "H", "H", "H", "H", "H", "H", "H", "H", "H", "H", "H", "H"],
  "coordinates": [[2.617, 1.354, -0.499], [1.655, 1.221, -1.301], [0.404, -0.594, -1.199], [1.352, 2.370, -2.397], [0.062, 3.241, -2.048], [-0.459, 3.371, -0.721], [-1.803, 4.257, -0.581], [-2.000, 5.057, 0.365], [-2.860, 4.048, -1.786], [-4.423, 3.941, -1.476], [-4.994, 2.676, -2.283], [-4.146, 1.327, -2.106], [-3.580, 1.048, -0.327], [-2.336, 3.925, -3.114], [-0.728, 4.010, -3.231], [-0.160, 4.651, -4.142], [1.126, 1.794, -3.375], [2.302, 3.004, -2.550], [0.016, 2.849, 0.168], [-4.545, 3.695, -0.353], [-4.972, 4.921, -1.670], [-4.997, 2.973, -3.399], [-6.084, 2.423, -2.033], [-4.880, 0.457, -2.311], [-3.304, 1.209, -2.864], [-3.123, -0.281, -0.366], [-3.005, 3.757, -4.027], [3.471, -3.859, 1.177], [2.507, -4.055, 2.334], [2.815, -5.392, 2.979], [1.093, -4.081, 1.809], [2.690, -2.964, 3.406], [2.386, -1.538, 2.941], [3.239, -1.160, 1.872], [3.491, -4.780, 0.592], [3.113, -3.052, 0.541], [4.462, -3.648, 1.580], [2.680, -6.177, 2.234], [2.127, -5.541, 3.813], [3.848, -5.375, 3.331], [0.891, -3.148, 1.283], [0.413, -4.201, 2.654], [0.996, -4.920, 1.118], [3.730, -3.036, 3.736], [2.032, -3.228, 4.237], [2.552, -0.851, 3.773], [1.344, -1.436, 2.620], [2.987, -0.263, 1.596]],
  "atomic_forces_ev_per_a": [[-4.407, -1.011, -3.308], [3.944, 2.349, 2.382], [0.408, 0.846, -0.168], [-0.788, -0.648, -0.553], [-1.101, 0.229, 2.632], [0.108, 0.197, -3.452], [-0.188, 1.037, 1.251], [0.611, -3.122, -3.339], [1.079, -0.152, -2.377], [0.740, -0.948, 0.909], [-0.033, 0.312, -0.580], [-1.065, -1.206, -0.765], [0.245, -0.524, -0.772], [0.210, 0.156, 3.468], [0.075, 0.949, -1.341], [-1.641, -2.522, 3.053], [0.403, 1.017, 1.426], [-1.518, -1.063, 0.466], [-0.744, 1.020, -1.138], [0.284, 0.640, -1.690], [0.731, -1.418, 0.047], [0.025, -0.747, 1.618], [1.609, 0.694, -0.062], [1.198, 1.434, 0.196], [-0.906, 0.441, 1.262], [-0.595, 1.396, -0.384], [1.315, 0.517, 1.382], [-0.314, -0.267, -0.009], [0.149, 0.000, 0.009], [-0.150, 0.462, -0.097], [0.359, 0.074, 0.178], [0.033, 0.154, -0.527], [0.048, 0.083, -0.421], [-0.146, 0.048, 0.089], [-0.024, 0.007, 0.193], [0.176, 0.046, 0.269], [-0.163, 0.067, -0.097], [0.027, 0.128, 0.093], [0.112, 0.001, -0.083], [-0.139, -0.015, -0.038], [0.045, -0.077, 0.062], [0.052, -0.008, -0.114], [0.037, 0.094, 0.113], [-0.118, -0.046, -0.089], [0.055, 0.018, -0.119], [-0.147, -0.289, 0.322], [-0.106, -0.108, 0.199], [0.212, -0.248, -0.096]],
  "orbital_gap_ev": 8.3,
  "total_charge": 1,
  "e_lumo_ev": -2.9
}

Number 1: DFT total energy -1249.90370 hartree. Number 2: DFT total energy -3277.24360 hartree. Number 3: DFT total energy -2024.86519 hartree. Number 4: DFT total energy -1462.56861 hartree. Number 5: DFT total energy -1675.85806 hartree.